{
  "formula": "C40H37CoO2PSi",
  "method": "ωB97M-V with the def2-TZVPD basis set",
  "s_squared": 0.8711,
  "spin_multiplicity": 2,
  "relative_energy_ev": 0.0000,
  "gap_ha": [0.2778, 0.3104],
  "e_homo_ev": [-7.52, -7.95],
  "species": ["Co", "C", "C", "C", "C", "C", "C", "C", "C", "C", "H", "H", "H", "H", "H", "H", "H", "H", "H", "H", "H", "H", "O", "C", "O", "C", "C", "C", "C", "C", "C", "P", "C", "C", "C", "C", "C", "C", "C", "C", "C", "C", "C", "C", "H", "H", "H", "H", "H", "H", "H", "H", "H", "H", "H", "H", "H", "H", "C", "C", "C", "C", "C", "C", "Si", "C", "C", "C", "C", "C", "C", "H", "H", "H", "H", "H", "H", "H", "H", "H", "H", "H"],
  "coordinates": [[1.110, -0.122, 1.035], [1.544, -1.621, 4.071], [2.169, -1.199, 2.776], [2.740, 0.078, 2.633], [3.288, 0.493, 1.422], [3.971, 1.823, 1.299], [3.260, -0.397, 0.318], [2.720, -1.668, 0.429], [2.699, -2.613, -0.738], [2.158, -2.045, 1.666], [2.285, -2.123, 4.698], [0.719, -2.312, 3.894], [1.157, -0.754, 4.600], [2.683, 0.786, 3.450], [5.035, 1.700, 1.516], [3.556, 2.542, 2.003], [3.874, 2.226, 0.292], [3.672, -0.066, -0.626], [3.419, -3.420, -0.590], [2.956, -2.097, -1.663], [1.714, -3.063, -0.863], [1.700, -3.021, 1.762], [-0.971, 2.602, 2.969], [-1.031, 1.505, 2.428], [-0.160, 0.564, 2.531], [-2.227, 1.210, 1.518], [-3.323, 2.057, 1.624], [-4.454, 1.867, 0.848], [-4.491, 0.826, -0.065], [-3.399, -0.017, -0.193], [-2.263, 0.154, 0.595], [-0.839, -0.977, 0.405], [-1.244, -2.316, 1.599], [-0.769, -3.613, 1.394], [-0.995, -4.611, 2.329], [-1.704, -4.326, 3.489], [-2.184, -3.043, 3.700], [-1.955, -2.043, 2.763], [-1.154, -1.800, -1.198], [-2.061, -2.847, -1.373], [-2.273, -3.386, -2.632], [-1.591, -2.885, -3.734], [-0.697, -1.838, -3.573], [-0.482, -1.305, -2.310], [-3.249, 2.875, 2.329], [-5.297, 2.539, 0.948], [-5.361, 0.675, -0.692], [-3.436, -0.802, -0.932], [-0.224, -3.849, 0.487], [-0.623, -5.612, 2.150], [-1.884, -5.102, 4.221], [-2.740, -2.812, 4.600], [-2.325, -1.044, 2.947], [-2.607, -3.237, -0.525], [-2.979, -4.198, -2.755], [-1.761, -3.309, -4.716], [-0.165, -1.433, -4.425], [0.215, -0.484, -2.185], [-2.747, 4.285, -1.602], [-2.454, 3.085, -2.236], [-1.379, 2.321, -1.810], [-0.583, 2.726, -0.737], [-0.893, 3.936, -0.111], [-1.962, 4.710, -0.541], [0.969, 1.797, -0.200], [2.038, 1.853, -1.778], [2.418, 0.750, -2.541], [3.152, 0.888, -3.713], [3.531, 2.149, -4.146], [3.167, 3.265, -3.404], [2.426, 3.115, -2.242], [-3.584, 4.885, -1.936], [-3.063, 2.747, -3.066], [-1.159, 1.394, -2.330], [-0.304, 4.264, 0.737], [-2.187, 5.644, -0.040], [1.606, 2.792, 0.713], [2.151, -0.249, -2.207], [3.430, 0.012, -4.286], [4.107, 2.264, -5.056], [3.458, 4.254, -3.736], [2.138, 3.999, -1.681]],
  "mulliken_charge": [-0.491, -1.507, 1.068, -1.219, 0.889, -1.332, -1.459, 1.319, -1.359, -0.879, 0.371, 0.156, 0.357, 0.475, 0.401, 0.374, 0.265, 0.935, 0.335, 0.336, 0.240, 0.808, -0.800, -0.128, -0.555, 1.318, -0.947, -0.868, -0.723, -0.687, 0.236, 2.696, 0.374, -0.441, -0.769, -0.701, -0.723, -0.640, -0.025, -0.192, -0.685, -0.768, -1.086, 0.305, 0.526, 0.405, 0.430, 0.350, 0.510, 0.448, 0.386, 0.443, 0.286, 0.511, 0.448, 0.390, 0.524, -0.335, -0.600, -0.620, -0.089, 0.386, -0.099, -0.660, 1.601, 0.789, 0.370, -1.057, -0.631, -0.671, -1.072, 0.387, 0.438, 0.191, 0.296, 0.427, -0.531, -0.133, 0.452, 0.394, 0.432, 0.404]
}

{
  "formula": "C40H37N5P2SSnTe",
  "method": "ωB97M-V with the def2-TZVPD basis set",
  "relative_energy_ev": 0.0000,
  "gap_ha": 0.2273,
  "charge": 2,
  "e_homo_ev": -12.59,
  "species": ["Sn", "C", "C", "N", "C", "S", "N", "N", "C", "C", "C", "C", "C", "C", "C", "N", "H", "H", "H", "H", "H", "H", "H", "H", "H", "H", "H", "H", "H", "Te", "C", "C", "C", "N", "C", "C", "C", "P", "C", "C", "C", "C", "C", "C", "C", "C", "C", "C", "C", "C", "P", "C", "C", "C", "C", "C", "C", "C", "C", "C", "C", "C", "C", "H", "H", "H", "H", "H", "H", "H", "H", "H", "H", "H", "H", "H", "H", "H", "H", "H", "H", "H", "H", "H", "H", "H", "H"],
  "coordinates": [[-0.196, -0.526, 0.335], [5.542, 0.488, 2.464], [4.341, 1.368, 2.767], [3.111, 0.593, 2.952], [2.361, 0.138, 1.956], [1.007, -0.891, 2.432], [2.703, 0.466, 0.722], [1.865, 0.002, -0.236], [2.241, -0.081, -1.459], [3.600, 0.284, -1.942], [1.221, -0.617, -2.383], [1.434, -0.727, -3.746], [0.427, -1.249, -4.546], [-0.765, -1.654, -3.965], [-0.911, -1.521, -2.597], [0.061, -1.017, -1.832], [6.443, 1.098, 2.417], [5.421, -0.021, 1.510], [5.684, -0.261, 3.242], [4.165, 2.081, 1.963], [4.492, 1.932, 3.686], [2.866, 0.294, 3.882], [4.203, 0.644, -1.115], [3.536, 1.063, -2.704], [4.083, -0.584, -2.395], [2.372, -0.410, -4.177], [0.577, -1.340, -5.612], [-1.568, -2.075, -4.551], [-1.809, -1.845, -2.088], [-5.123, 0.247, 1.325], [-5.307, -0.573, 3.262], [-5.217, 0.218, 4.399], [-5.224, -0.411, 5.639], [-5.319, -1.727, 5.796], [-5.451, -2.467, 4.701], [-5.455, -1.943, 3.414], [-3.051, -0.168, 1.118], [-2.341, -1.739, 1.000], [-1.842, -2.558, 2.521], [-2.180, -2.000, 3.750], [-1.737, -2.596, 4.922], [-0.946, -3.733, 4.865], [-0.586, -4.279, 3.637], [-1.026, -3.692, 2.465], [-3.380, -2.857, 0.047], [-3.596, -4.179, 0.429], [-4.440, -4.985, -0.322], [-5.072, -4.478, -1.448], [-4.874, -3.154, -1.823], [-4.035, -2.346, -1.076], [-1.974, 1.152, 0.875], [-1.310, 2.016, 2.303], [-1.952, 1.917, 3.530], [-1.416, 2.558, 4.638], [-0.242, 3.286, 4.516], [0.406, 3.379, 3.288], [-0.125, 2.743, 2.180], [-2.553, 2.362, -0.308], [-3.046, 1.905, -1.533], [-3.559, 2.804, -2.448], [-3.589, 4.161, -2.140], [-3.102, 4.617, -0.925], [-2.579, 3.721, -0.003], [-5.151, 1.296, 4.334], [-5.151, 0.174, 6.549], [-5.553, -3.535, 4.856], [-5.559, -2.598, 2.558], [-2.791, -1.107, 3.789], [-2.018, -2.175, 5.878], [-0.604, -4.198, 5.779], [0.040, -5.160, 3.598], [-0.730, -4.112, 1.509], [-3.131, -4.582, 1.317], [-4.610, -6.009, -0.020], [-5.732, -5.109, -2.027], [-5.391, -2.749, -2.682], [-3.917, -1.301, -1.338], [-2.858, 1.333, 3.618], [-1.913, 2.488, 5.596], [0.173, 3.786, 5.380], [1.320, 3.950, 3.198], [0.381, 2.816, 1.222], [-3.034, 0.844, -1.758], [-3.942, 2.456, -3.397], [-4.000, 4.864, -2.851], [-3.135, 5.671, -0.688], [-2.208, 4.078, 0.947]],
  "mulliken_charge": [0.931, -1.113, -0.430, -0.078, 0.449, -0.406, -1.180, 0.702, 0.651, -1.796, 0.525, -0.661, -0.601, -0.953, -0.053, 0.089, 0.368, 0.284, 0.314, 0.249, 0.482, 0.225, 0.321, 0.417, 0.399, 0.476, 0.460, 0.514, 0.455, 0.388, -0.036, -0.218, -0.512, -0.565, -0.529, 0.006, -0.958, 1.128, 0.457, -0.128, -0.997, -0.814, -0.865, -0.219, 1.116, -0.757, -0.654, -0.679, -0.894, -0.417, 1.512, 0.568, -0.523, -0.543, -0.697, -0.781, -0.046, 0.746, -0.249, -0.857, -0.577, -0.783, -0.526, 0.539, 0.421, 0.415, 0.466, 0.339, 0.532, 0.456, 0.461, 0.516, 0.400, 0.465, 0.418, 0.478, 0.284, -0.179, 0.491, 0.436, 0.515, 0.555, 0.070, 0.466, 0.425, 0.435, 0.460]
}

{
  "formula": "C40H38BrErN8OS",
  "method": "ωB97M-V with the def2-TZVPD basis set",
  "s_squared": 3.7521,
  "spin_multiplicity": 4,
  "gap_ha": [0.2397, 0.2406],
  "e_homo_ev": [-7.71, -7.73],
  "species": ["Er", "N", "C", "C", "C", "C", "C", "C", "S", "N", "C", "C", "C", "C", "C", "C", "N", "H", "H", "H", "H", "H", "H", "H", "H", "H", "C", "C", "C", "C", "C", "C", "N", "N", "C", "C", "C", "C", "C", "C", "H", "H", "H", "H", "H", "H", "H", "H", "H", "C", "C", "C", "C", "C", "C", "C", "Br", "C", "O", "C", "C", "C", "C", "C", "C", "H", "H", "H", "H", "H", "H", "H", "H", "H", "H", "H", "H", "H", "H", "H", "H", "H", "H", "H", "H", "N", "C", "N", "C", "N"],
  "coordinates": [[2.295, -0.653, -0.561], [-0.006, -4.475, -1.407], [-1.261, -4.076, -1.933], [-2.431, -4.750, -1.697], [-3.567, -4.494, -2.428], [-3.584, -3.490, -3.375], [-2.463, -2.654, -3.449], [-1.288, -2.960, -2.776], [0.243, -2.103, -2.949], [0.862, -2.358, -1.421], [0.745, -3.484, -0.883], [1.555, -3.678, 0.365], [1.498, -4.896, 1.090], [2.205, -5.035, 2.296], [2.864, -3.966, 2.797], [2.878, -2.825, 2.011], [2.305, -2.676, 0.784], [-0.014, -5.320, -0.889], [-2.471, -5.526, -0.918], [-4.505, -4.993, -2.246], [-4.550, -3.168, -3.688], [-2.465, -1.802, -4.118], [0.922, -5.732, 0.724], [2.103, -5.986, 2.828], [3.368, -3.935, 3.750], [3.421, -1.998, 2.368], [-1.787, 3.937, -2.021], [-1.844, 2.711, -1.373], [-0.819, 1.757, -1.557], [0.300, 2.084, -2.325], [0.408, 3.325, -2.905], [-0.645, 4.230, -2.786], [1.274, 1.070, -2.552], [1.730, 1.041, -3.656], [2.588, -0.100, -3.967], [2.829, -0.448, -5.320], [3.526, -1.574, -5.694], [3.945, -2.457, -4.659], [3.735, -2.063, -3.326], [3.053, -0.899, -2.946], [-2.552, 4.692, -1.949], [-2.579, 2.643, -0.604], [-0.963, 0.805, -1.140], [1.137, 3.531, -3.646], [-0.546, 5.187, -3.310], [2.512, 0.263, -6.117], [3.717, -1.757, -6.724], [4.358, -3.414, -5.017], [4.075, -2.739, -2.529], [-1.393, 6.004, 1.755], [-1.907, 4.892, 2.637], [-3.354, 4.670, 2.228], [-1.706, 5.171, 4.123], [-1.154, 3.585, 2.314], [0.174, 3.580, 1.900], [0.801, 2.481, 1.406], [2.555, 2.461, 0.654], [0.173, 1.240, 1.397], [0.870, 0.265, 0.781], [-1.107, 1.107, 1.941], [-1.719, 2.277, 2.425], [-1.645, -0.308, 2.240], [-0.700, -0.869, 3.337], [-1.785, -1.164, 0.934], [-3.117, -0.189, 2.786], [-2.161, 6.839, 1.672], [-1.294, 5.557, 0.730], [-0.489, 6.373, 2.175], [-4.045, 5.431, 2.576], [-3.805, 3.733, 2.571], [-3.418, 4.728, 1.140], [-2.318, 6.052, 4.404], [-0.632, 5.421, 4.299], [-1.986, 4.334, 4.768], [0.751, 4.476, 1.815], [-2.761, 2.058, 2.707], [0.266, -1.164, 2.875], [-1.245, -1.679, 3.761], [-0.464, -0.120, 4.116], [-0.827, -1.368, 0.365], [-2.412, -0.556, 0.269], [-2.266, -2.125, 1.183], [-3.180, 0.260, 3.785], [-3.522, -1.200, 2.958], [-3.726, 0.440, 2.085], [4.361, -0.473, 0.334], [5.354, -0.817, 0.906], [6.365, -1.202, 1.577], [6.221, -2.136, 2.512], [6.137, -2.856, 3.410]],
  "mulliken_charge": [0.523, -0.239, 0.159, -0.742, -0.517, -0.828, -0.534, 0.494, 0.008, 0.182, 0.497, 1.280, -1.233, -0.576, -1.345, -0.500, 0.370, 0.266, 0.330, 0.395, 0.354, 0.437, 0.348, 0.403, 0.471, 1.004, -0.751, -0.321, 0.217, -0.161, -0.709, -0.438, 1.260, -1.107, 0.212, -0.483, -0.530, -0.873, -0.190, 0.108, 0.458, 0.516, 0.090, 0.511, 0.366, 0.345, 0.430, 0.329, 0.348, -1.811, 1.955, -1.487, -1.718, -0.331, 0.339, -0.714, -0.128, -0.734, 0.864, -0.488, 0.314, 2.365, -1.481, -1.471, -2.228, 0.350, 0.390, 0.419, 0.422, 0.319, 0.309, 0.442, 0.353, 0.312, 0.400, 0.075, 0.074, 0.597, 0.228, -0.161, 0.381, 0.577, 0.399, 0.453, 0.429, -0.615, 0.738, -0.792, 0.574, -0.550]
}